*w*
Entry from the Open Molecules 2025 dataset: a 2-piece molecular cluster, C4H10OS overall (ωB97M-V with the def2-TZVPD basis set).

Cartesian coordinates (Å):
C (0.440, -3.730, -2.866)
C (0.457, -2.406, -3.535)
O (1.381, -1.831, -4.031)
H (-0.473, -3.948, -2.303)
H (1.257, -3.995, -2.181)
H (0.737, -4.497, -3.612)
H (-0.603, -2.014, -3.526)
C (0.032, 2.687, 1.012)
S (-0.686, 1.439, 2.157)
C (-0.826, 2.235, 3.821)
H (0.592, 3.370, 1.735)
H (-0.582, 3.453, 0.579)
H (0.698, 2.154, 0.369)
H (-1.523, 3.061, 3.865)
H (-1.078, 1.415, 4.493)
H (0.176, 2.607, 4.022)

- gap between HOMO and LUMO (eV) = 9.2
- structure (SMILES) = CC=O.CSC
- spin multiplicity = 1



*x*
Entry from the Open Molecules 2025 dataset: one molecule with the formula C4H10OS (ωB97M-V with the def2-TZVPD basis set).

Cartesian coordinates (Å):
O (-2.313, 2.391, 0.434)
C (-1.285, 1.574, 0.976)
C (-1.129, 0.235, 0.260)
C (0.020, 0.181, -0.765)
C (1.333, -0.256, -0.127)
S (1.676, -2.052, -0.353)
H (-2.948, 1.837, -0.030)
H (-0.382, 2.178, 0.935)
H (-1.487, 1.376, 2.027)
H (-2.101, -0.003, -0.189)
H (-0.984, -0.522, 1.038)
H (0.049, 1.125, -1.319)
H (-0.277, -0.567, -1.498)
H (2.186, 0.239, -0.566)
H (1.310, -0.073, 0.950)
H (2.784, -1.898, -1.081)

- gap between HOMO and LUMO (eV) = 10.1
- structure (SMILES) = OCCCCS
- spin multiplicity = 1



Relative energies, hartree: *w* 0.0289; *x* 0.0000.



*w*
Entry from the Open Molecules 2025 dataset: a 2-piece molecular cluster, C4H10OS overall (ωB97M-V with the def2-TZVPD basis set).

Cartesian coordinates (Å):
C (-2.845, 0.778, 0.074)
C (-1.529, 1.591, 0.153)
O (-0.731, 1.275, 1.034)
H (-2.644, -0.264, -0.088)
H (-3.318, 0.753, 1.032)
H (-3.426, 1.198, -0.730)
H (-1.512, 2.354, -0.672)
C (2.565, -1.372, 0.062)
C (1.403, -0.274, 0.365)
S (0.543, 0.181, -1.307)
H (3.395, -0.989, 0.644)
H (2.282, -2.494, 0.269)
H (2.864, -1.308, -0.956)
H (1.878, 0.616, 0.818)
H (0.709, -0.858, 0.975)
H (0.369, -1.188, -1.673)

- gap between HOMO and LUMO (eV) = 9.7
- structure (SMILES) = CC=O.CCS
- spin multiplicity = 1



*x*
Entry from the Open Molecules 2025 dataset: one molecule with the formula C4H10OS (ωB97M-V with the def2-TZVPD basis set).

Cartesian coordinates (Å):
O (2.959, -0.921, -0.645)
C (1.803, -0.168, -0.964)
C (0.478, -0.665, -0.326)
C (-0.410, 0.554, -0.026)
C (-1.648, 0.111, 0.783)
S (-3.109, 1.115, 0.419)
H (3.120, -0.959, 0.284)
H (1.973, 0.840, -0.549)
H (1.749, -0.290, -2.042)
H (0.620, -1.288, 0.562)
H (0.032, -1.369, -1.032)
H (-0.708, 0.980, -0.994)
H (0.009, 1.391, 0.516)
H (-1.889, -0.911, 0.497)
H (-1.466, 0.194, 1.855)
H (-3.512, 1.387, 1.663)

- gap between HOMO and LUMO (eV) = 9.9
- structure (SMILES) = OCCCCS
- spin multiplicity = 1



*y*
Entry from the Open Molecules 2025 dataset: a 2-piece molecular cluster, C4H10OS overall (ωB97M-V with the def2-TZVPD basis set).

Cartesian coordinates (Å):
C (0.652, 1.971, 4.888)
C (-0.548, 1.629, 4.460)
O (-0.679, 0.438, 3.755)
H (0.747, 2.899, 5.432)
H (1.541, 1.391, 4.698)
H (-1.442, 2.230, 4.491)
H (-1.541, 0.092, 3.960)
C (-1.068, -0.638, -2.304)
S (0.260, -0.464, -3.490)
C (1.244, -1.900, -3.196)
H (-1.050, -0.002, -1.409)
H (-2.035, -0.430, -2.755)
H (-1.079, -1.617, -1.824)
H (2.297, -1.616, -3.097)
H (1.254, -2.641, -3.991)
H (0.990, -2.343, -2.236)

- gap between HOMO and LUMO (eV) = 9.1
- structure (SMILES) = C=CO.CSC
- spin multiplicity = 1



Relative energies, hartree: *w* 0.0420; *x* 0.0000; *y* 0.0300.



*w*
Entry from the Open Molecules 2025 dataset: a 2-piece molecular cluster, C4H10OS overall (ωB97M-V with the def2-TZVPD basis set).

Cartesian coordinates (Å):
C (2.071, -0.073, -0.109)
C (1.113, 1.061, 0.249)
C (-0.384, 0.654, -0.150)
S (-0.309, -1.197, -0.114)
C (1.405, -1.367, 0.345)
H (3.077, 0.110, 0.315)
H (2.183, -0.193, -1.204)
H (1.465, 1.962, -0.289)
H (1.265, 1.235, 1.332)
H (-0.611, 1.096, -1.139)
H (-1.172, 0.983, 0.554)
H (1.572, -1.430, 1.437)
H (1.889, -2.248, -0.121)
O (-4.866, -0.375, -0.266)
H (-4.423, -0.385, -1.144)
H (-4.276, 0.168, 0.304)

- gap between HOMO and LUMO (eV) = 9.3
- structure (SMILES) = C1CCSC1.O
- spin multiplicity = 1



*x*
Entry from the Open Molecules 2025 dataset: one molecule with the formula C4H10OS (ωB97M-V with the def2-TZVPD basis set).

Cartesian coordinates (Å):
C (-2.331, 0.900, -0.190)
C (-2.092, -0.521, 0.246)
S (-0.342, -1.188, -0.163)
C (1.017, -0.066, 0.285)
C (2.363, -0.587, -0.156)
O (3.305, 0.391, 0.095)
H (-2.141, 0.963, -1.263)
H (-3.366, 1.161, 0.009)
H (-1.649, 1.566, 0.233)
H (-2.199, -0.685, 1.309)
H (-2.758, -1.258, -0.220)
H (0.816, 0.878, -0.091)
H (1.015, -0.066, 1.361)
H (2.616, -1.451, 0.415)
H (2.247, -0.918, -1.161)
H (3.502, 0.879, -0.710)

- gap between HOMO and LUMO (eV) = 9.3
- structure (SMILES) = CCSCCO
- spin multiplicity = 1



*y*
Entry from the Open Molecules 2025 dataset: one molecule with the formula C4H10OS (ωB97M-V with the def2-TZVPD basis set).

Cartesian coordinates (Å):
O (2.586, 1.343, 0.973)
C (2.001, 0.108, 0.591)
C (0.756, 0.242, -0.282)
C (-0.502, -0.332, 0.347)
C (-1.652, -0.374, -0.653)
S (-3.144, -1.044, 0.073)
H (2.114, 2.056, 0.538)
H (1.802, -0.459, 1.512)
H (2.783, -0.484, 0.080)
H (0.577, 1.309, -0.434)
H (0.909, -0.199, -1.270)
H (-0.320, -1.346, 0.733)
H (-0.823, 0.198, 1.251)
H (-1.309, -0.914, -1.534)
H (-1.821, 0.651, -0.974)
H (-3.958, -0.756, -0.950)

- gap between HOMO and LUMO (eV) = 10.1
- structure (SMILES) = OCCCCS
- spin multiplicity = 1



Relative energies, hartree: *w* 0.0000; *x* 0.0235; *y* 0.0090.



*w*
Entry from the Open Molecules 2025 dataset: one molecule with the formula C3H8OSi (ωB97M-V with the def2-TZVPD basis set).

Cartesian coordinates (Å):
C (-1.250, -0.568, -1.528)
C (-0.375, -1.090, -0.657)
C (0.878, -0.459, -0.005)
O (1.714, -0.205, -1.136)
Si (0.311, 1.041, 1.255)
H (-2.114, -1.235, -1.763)
H (-1.144, 0.406, -2.069)
H (-0.556, -2.050, -0.273)
H (1.434, -1.198, 0.644)
H (1.186, -0.663, -1.784)
H (0.988, 0.893, 2.611)
H (-1.087, 0.606, 1.562)
H (0.585, 2.310, 0.664)

- gap between HOMO and LUMO (eV) = 10.3
- structure (SMILES) = C=C[C@@H](O)[SiH3]
- spin multiplicity = 1



*x*
Entry from the Open Molecules 2025 dataset: a 2-piece molecular cluster, C3H8OSi overall (ωB97M-V with the def2-TZVPD basis set).

Cartesian coordinates (Å):
C (0.756, -0.835, -0.180)
C (1.656, -0.930, 0.999)
C (-1.152, 0.097, 0.190)
O (0.858, -1.407, -1.226)
Si (-1.187, 1.610, -1.000)
H (1.151, -1.787, 1.522)
H (2.528, -1.383, 0.571)
H (1.577, 0.057, 1.543)
H (-1.680, -0.799, -0.087)
H (-0.944, 0.142, 1.281)
H (-0.563, 0.817, -2.058)
H (-0.386, 2.617, -0.261)
H (-2.616, 1.802, -1.294)

- gap between HOMO and LUMO (eV) = 9.0
- spin multiplicity = 1



*y*
Entry from the Open Molecules 2025 dataset: a 2-piece molecular cluster, C3H8OSi overall (ωB97M-V with the def2-TZVPD basis set).

Cartesian coordinates (Å):
C (0.883, 0.422, -0.004)
C (0.971, -1.098, -0.034)
C (2.095, 1.097, 0.045)
O (-0.373, 0.884, -0.035)
Si (-2.780, 0.141, 0.019)
H (0.391, -1.509, 0.792)
H (0.543, -1.476, -0.965)
H (2.000, -1.434, 0.047)
H (3.008, 0.548, -0.042)
H (2.132, 2.171, 0.016)
H (-3.277, 1.289, -0.702)
H (-2.842, 0.132, 1.470)
H (-2.751, -1.167, -0.609)

- gap between HOMO and LUMO (eV) = 5.8
- spin multiplicity = 1



Relative energies, hartree: *w* 0.0000; *x* 0.0248; *y* 0.0419.



*w*
Entry from the Open Molecules 2025 dataset: an isolated ion of composition C2H4N3S and charge +1 (ωB97M-V with the def2-TZVPD basis set).

Cartesian coordinates (Å):
C (0.363, -0.154, 0.113)
C (-0.200, 1.057, -0.185)
N (-1.241, -1.343, -0.082)
N (-2.151, -0.573, 0.069)
N (1.464, -0.772, 0.275)
S (-2.136, 0.962, 0.191)
H (0.253, 1.981, 0.149)
H (-0.245, 1.034, -1.265)
H (2.409, -0.424, 0.595)
H (1.484, -1.766, 0.140)

- gap between HOMO and LUMO (eV) = 9.5
- spin multiplicity = 1
- total charge = +1



*x*
Entry from the Open Molecules 2025 dataset: C2H4N3S as an isolated structure (ωB97M-V with the def2-TZVPD basis set).

Cartesian coordinates (Å):
C (0.427, 0.063, -0.189)
C (-1.469, -0.079, 0.008)
N (-0.420, -1.007, -0.127)
N (-0.545, 0.971, -0.172)
N (1.708, 0.087, -0.083)
S (-3.238, -0.034, -0.103)
H (-0.364, -2.019, 0.046)
H (-0.688, 1.858, 0.300)
H (2.289, -0.707, 0.146)
H (2.298, 0.867, 0.174)

- gap between HOMO and LUMO (eV) = 8.0
- spin multiplicity = 1
- total charge = +1



Relative energies, hartree: *w* 0.0785; *x* 0.0000.



*w*
Entry from the Open Molecules 2025 dataset: BrHN2O2 as an isolated structure (ωB97M-V with the def2-TZVPD basis set).

Cartesian coordinates (Å):
N (0.503, 0.322, 0.717)
N (0.241, -0.649, 0.104)
O (1.050, 0.882, 1.605)
O (-1.073, -0.357, -1.052)
Br (-1.085, 1.316, -1.177)
H (0.364, -1.515, -0.198)

- gap between HOMO and LUMO (eV) = 9.3
- spin multiplicity = 1



*x*
Entry from the Open Molecules 2025 dataset: one molecule with the formula BrHN2O2 (ωB97M-V with the def2-TZVPD basis set).

Cartesian coordinates (Å):
O (1.059, 1.609, 0.850)
N (0.208, 1.773, -0.005)
N (-0.348, 0.639, -0.421)
O (-1.417, 0.458, -1.340)
Br (-2.999, 0.729, -0.619)
H (-0.203, -0.163, 0.327)

- gap between HOMO and LUMO (eV) = 9.3
- structure (SMILES) = O=NNOBr
- spin multiplicity = 1



Relative energies, hartree: *w* 0.0678; *x* 0.0000.